Entry 1:
A cluster of 2 separate species, C3H9O2P in total in a non-equilibrium geometry, computed with wB97M-V/def2-TZVPD.

```
! RIJCOSX wB97M-V def2-TZVPD def2/J DEFGRID3
* xyz 0 3
C -0.40 -2.53 0.35
C 2.08 0.53 -0.74
C -2.48 0.49 -0.37
O 1.21 -0.60 -0.84
O -1.27 -0.24 -0.85
P -0.07 -0.85 0.17
H -1.48 -2.57 0.48
H 0.14 -3.29 0.88
H 2.57 0.69 0.23
H 1.39 1.40 -0.87
H 2.74 0.54 -1.50
H -2.92 0.71 -1.39
H -2.05 1.42 -0.05
H -2.81 -0.18 0.44
H 0.82 0.83 1.69
*
```

Results
HOMO (spin up / spin down) in Eh: -0.257 / -0.332
Frontier orbital gap (spin up / spin down) in eV: 8.07 / 7.63
Largest force on an atom in eV Å⁻¹: 4.97
Energy above the lowest of the compared OMol25 structures with the same formula, charge and spin in kcal per mole: 43.1

Mulliken atomic charge list, values in e, 8 entries:
1. C -0.7310
2. C -0.6820
3. C -0.5910
4. O -0.3040
5. O -0.3322
6. P 0.3092
7. H 0.2427
8. H 0.3362


Entry 2:
A cluster of 2 separate species, C3H9O2S in total in a non-equilibrium geometry, computed with wB97M-V/def2-TZVPD.

```
! RIJCOSX wB97M-V def2-TZVPD def2/J DEFGRID3
* xyz -1 1
C 0.02 0.79 0.90
O -0.99 1.69 0.79
C 0.57 -0.21 -0.16
C -0.34 -1.35 -0.65
S 0.55 -2.68 -1.50
H -0.21 0.09 1.74
H 1.06 1.25 1.23
H 1.04 0.48 -0.90
H 1.56 -0.67 0.25
H -1.20 -0.90 -1.22
H -0.78 -1.74 0.24
H 0.92 -3.23 -0.39
H 0.24 3.58 1.30
H -1.05 3.18 1.59
O -0.50 4.00 1.67
*
```

Results
HOMO in Eh: -0.118
Frontier orbital gap in eV: 6.21
Largest force on an atom in eV Å⁻¹: 2.44
Energy above the lowest of the compared OMol25 structures with the same formula, charge and spin in kcal per mole: 30.9

Mulliken atomic charge list, values in e, 8 entries:
1. C -0.4220
2. O -0.8895
3. C -0.3532
4. C -0.5355
5. S -0.2570
6. H 0.1160
7. H 0.0992
8. H 0.2608


Entry 3:
A cluster of 2 separate species, C3H9O2S2 in total in a non-equilibrium geometry, computed with wB97M-V/def2-TZVPD.

```
! RIJCOSX wB97M-V def2-TZVPD def2/J DEFGRID3
* xyz -1 1
C -0.24 -0.21 0.91
C -1.47 0.42 1.55
O -1.30 0.80 2.93
C -0.56 -1.25 -0.15
S 0.81 -1.62 -1.37
S 2.48 -0.74 -0.60
H 0.36 -0.71 1.68
H 0.47 0.56 0.56
H -1.67 1.33 1.01
H -2.24 -0.35 1.61
H -1.38 -0.94 -0.80
H -0.76 -2.20 0.37
H 1.96 2.07 -3.28
H 2.20 0.56 -3.63
H -0.37 0.93 3.09
O 1.72 1.36 -3.86
*
```

Results
HOMO in Eh: -0.083
Frontier orbital gap in eV: 5.72
Largest force on an atom in eV Å⁻¹: 1.45
Energy above the lowest of the compared OMol25 structures with the same formula, charge and spin in kcal per mole: 12.5

Mulliken atomic charge list, values in e, 8 entries:
1. C -0.6318
2. C -0.3709
3. O -0.5471
4. C -0.6708
5. S -0.2141
6. S -0.6995
7. H 0.3452
8. H 0.3746


Entry 4:
A cluster of 2 separate species, C3H9O3 in total in a non-equilibrium geometry, computed with wB97M-V/def2-TZVPD.

```
! RIJCOSX wB97M-V def2-TZVPD def2/J DEFGRID3
* xyz -1 1
C 0.44 -0.55 -0.65
O 1.11 0.42 0.04
C -0.92 -0.89 0.00
C -1.52 0.25 0.79
O -2.87 0.04 1.14
H 0.20 -0.17 -1.67
H 1.03 -1.48 -0.71
H -0.83 -1.75 0.69
H -1.67 -1.20 -0.75
H -0.94 0.47 1.69
H -1.38 1.16 0.18
H -3.25 -0.55 0.47
H 3.48 1.55 -0.91
H 2.44 0.45 -0.57
O 3.38 0.59 -1.05
*
```

Results
HOMO in Eh: -0.121
Frontier orbital gap in eV: 6.99
Largest force on an atom in eV Å⁻¹: 1.48
Energy above the lowest of the compared OMol25 structures with the same formula, charge and spin in kcal per mole: 7.6

Mulliken atomic charge list, values in e, 8 entries:
1. C -0.4679
2. O -0.8893
3. C -0.5780
4. C -0.2331
5. O -0.5287
6. H 0.1504
7. H 0.2741
8. H 0.1832


Entry 5:
A cluster of 3 separate species, C3H9O3S in total in a non-equilibrium geometry, computed with wB97M-V/def2-TZVPD.

```
! RIJCOSX wB97M-V def2-TZVPD def2/J DEFGRID3
* xyz -1 1
O 3.97 1.08 -1.01
C 2.95 1.80 -0.99
C 1.61 1.03 -1.08
C 0.50 1.98 -0.98
S -1.13 -1.11 1.25
H 3.21 2.84 -1.22
H 1.51 0.18 -1.74
H 1.79 0.55 0.05
H -0.47 1.52 -1.15
H 0.48 2.52 0.00
H -2.57 -1.03 2.93
H 0.70 2.95 -1.70
O -2.40 -1.95 2.33
H -2.01 -1.09 -0.87
H -3.54 -1.69 -0.25
O -3.00 -1.37 -1.03
*
```

Results
HOMO in Eh: -0.102
Frontier orbital gap in eV: 6.06
Largest force on an atom in eV Å⁻¹: 6.07
Energy above the lowest of the compared OMol25 structures with the same formula, charge and spin in kcal per mole: 81.4

Mulliken atomic charge list, values in e, 8 entries:
1. O -0.5147
2. C -0.1625
3. C -0.0438
4. C -0.9881
5. S -0.5806
6. H 0.3496
7. H 0.4037
8. H 0.1450


Entry 6:
A cluster of 3 separate species, C3H9O4S in total in a non-equilibrium geometry, computed with wB97M-V/def2-TZVPD.

```
! RIJCOSX wB97M-V def2-TZVPD def2/J DEFGRID3
* xyz -1 1
O -1.20 -0.38 -0.91
C -0.50 -0.61 0.10
O 0.05 -1.69 0.40
C -0.22 0.56 1.09
C 1.29 0.82 1.16
S 1.74 1.28 2.86
H -0.55 0.18 2.06
H -0.80 1.45 0.85
H 1.57 1.63 0.49
H 1.77 -0.06 0.81
H 3.08 1.39 2.77
H -3.34 1.35 -1.56
H -2.06 0.73 -2.09
O -2.74 1.40 -2.31
H -0.01 -2.27 -1.69
H 1.30 -3.03 -1.73
O 0.59 -2.72 -2.30
*
```

Results
HOMO in Eh: -0.194
Frontier orbital gap in eV: 8.23
Largest force on an atom in eV Å⁻¹: 1.20
Energy above the lowest of the compared OMol25 structures with the same formula, charge and spin in kcal per mole: 0.4

Mulliken atomic charge list, values in e, 8 entries:
1. O -0.7877
2. C 0.3967
3. O -0.7665
4. C -0.5679
5. C -0.4615
6. S -0.2906
7. H 0.3233
8. H 0.2947


Entry 7:
A cluster of 2 separate species, C3H9OS in total in a non-equilibrium geometry, computed with wB97M-V/def2-TZVPD.

```
! RIJCOSX wB97M-V def2-TZVPD def2/J DEFGRID3
* xyz -1 1
C 1.14 -1.81 2.26
S 0.50 -1.27 0.59
H 1.68 -0.97 2.71
H 1.90 -2.58 2.10
H 0.38 -2.14 2.96
C -0.87 1.18 -1.69
O -1.48 0.77 -0.50
C 0.10 2.33 -1.34
H -1.59 1.48 -2.47
H -0.21 0.43 -2.16
H -0.98 0.03 -0.08
H -0.44 3.18 -0.92
H 0.50 2.74 -2.30
H 0.97 2.08 -0.76
*
```

Results
HOMO in Eh: -0.095
Frontier orbital gap in eV: 6.75
Largest force on an atom in eV Å⁻¹: 2.28
Energy above the lowest of the compared OMol25 structures with the same formula, charge and spin in kcal per mole: 21.2

Mulliken atomic charge list, values in e, 8 entries:
1. C -0.7687
2. S -0.6012
3. H 0.1818
4. H 0.1958
5. H 0.2168
6. C -0.2780
7. O -0.4851
8. C -0.8397


Entry 8:
A cluster of 2 separate species, C3H9OS in total, computed with wB97M-V/def2-TZVPD.

```
! RIJCOSX wB97M-V def2-TZVPD def2/J DEFGRID3
* xyz -1 1
C 2.00 0.05 1.70
O 1.77 1.08 0.77
H 1.52 0.27 2.66
H 1.60 -0.91 1.39
H 3.08 -0.09 1.81
C -1.49 -0.39 -1.85
C -1.13 0.10 -0.43
S -2.49 -0.08 0.79
H -2.55 -0.64 -1.91
H -0.90 -1.27 -2.10
H -1.23 0.36 -2.60
H -0.28 -0.49 -0.07
H -0.88 1.16 -0.43
H 0.96 0.86 0.28
*
```

Results
HOMO in Eh: -0.087
Frontier orbital gap in eV: 6.16
Largest force on an atom in eV Å⁻¹: 0.79
Energy above the lowest of the compared OMol25 structures with the same formula, charge and spin in kcal per mole: 27.6

Mulliken atomic charge list, values in e, 8 entries:
1. C -0.5746
2. O -0.5303
3. H 0.2359
4. H 0.2761
5. H 0.2431
6. C -0.9943
7. C -0.0003
8. S -0.6841


Entry 9:
A cluster of 2 separate species, C3H9OS in total in a non-equilibrium geometry, computed with wB97M-V/def2-TZVPD.

```
! RIJCOSX wB97M-V def2-TZVPD def2/J DEFGRID3
* xyz -1 1
C -0.52 3.32 0.44
O -1.07 1.99 0.50
H -1.39 3.92 0.71
H 0.38 3.32 1.06
H -0.24 3.61 -0.59
C 0.53 -2.53 1.07
C -0.20 -1.47 0.23
S 0.69 -0.79 -1.22
H 0.01 -2.53 2.04
H 1.51 -2.17 1.40
H 0.52 -3.52 0.62
H -1.19 -1.77 -0.11
H -0.42 -0.64 0.91
H -0.56 1.41 -0.06
*
```

Results
HOMO in Eh: -0.087
Frontier orbital gap in eV: 6.18
Largest force on an atom in eV Å⁻¹: 1.79
Energy above the lowest of the compared OMol25 structures with the same formula, charge and spin in kcal per mole: 26.9

Mulliken atomic charge list, values in e, 8 entries:
1. C -0.5064
2. O -0.4659
3. H 0.1881
4. H 0.2129
5. H 0.2429
6. C -1.0259
7. C -0.3995
8. S -0.7288


Entry 10:
A cluster of 2 separate species, C3H9PS3 in total in a non-equilibrium geometry, computed with wB97M-V/def2-TZVPD.

```
! RIJCOSX wB97M-V def2-TZVPD def2/J DEFGRID3
* xyz 0 1
C -0.49 2.25 -0.97
C 0.73 -1.57 2.25
C -1.17 0.87 -0.99
P 0.21 -0.29 -0.54
S 3.62 -0.04 -0.11
S -0.82 -2.06 -0.85
S -0.12 -0.12 1.51
H 0.21 2.32 -1.86
H -1.31 2.95 -1.19
H 0.09 2.38 -0.03
H 0.30 -2.48 1.80
H 0.76 -1.51 3.30
H 1.57 -1.47 1.62
H -1.64 0.42 -1.90
H -2.06 0.97 -0.27
H 0.12 -2.63 -1.79
*
```

Results
HOMO (spin up / spin down) in Eh: -0.309 / -0.310
Frontier orbital gap (spin up / spin down) in eV: 5.89 / 5.90
Largest force on an atom in eV Å⁻¹: 3.42
Energy above the lowest of the compared OMol25 structures with the same formula, charge and spin in kcal per mole: 106.8

Mulliken atomic charge list, values in e, 8 entries:
1. C -1.0387
2. C -0.6136
3. C -0.6262
4. P 0.2052
5. S -0.0624
6. S -0.3531
7. S -0.1124
8. H 0.3221